1.
105
Properties=species:S:1:pos:R:3:forces:R:3 method="wB97M-V/def2-TZVPD" charge=-1 e_homo_ev=-2.81 energy_ev=-117467.908
H -0.458290 -0.579029 4.435896 0.061 0.034 -0.057
O -2.322523 4.925829 -1.006594 -0.208 0.231 0.118
S 5.947686 -0.772960 -0.364992 -0.095 0.037 -0.007
H -2.772866 -0.425240 0.388380 0.053 -0.006 0.008
O -3.666040 -1.123730 2.062974 0.080 -0.299 -0.188
C -5.798412 2.905257 -1.431035 0.038 -0.111 0.005
H 3.216068 4.053891 -4.944441 -0.031 -0.004 0.063
O 4.824632 3.867761 -2.016897 0.021 0.039 0.119
H 1.550071 -8.021339 1.574508 0.009 -0.005 0.007
C -2.623577 -0.415690 1.473046 -0.083 0.153 -0.106
H -2.150686 -2.032893 3.445503 -0.110 0.047 -0.262
C -1.178145 -2.001047 2.954476 0.535 -0.013 0.264
H -4.631887 1.850221 0.067371 -0.007 -0.038 0.023
C 4.130580 3.614612 -4.553931 0.012 -0.061 -0.132
H -5.377281 -1.730843 3.828544 0.016 -0.017 0.003
H 3.679110 -1.330667 -0.050953 0.002 -0.001 -0.012
H 6.626325 1.452255 0.043154 0.028 -0.073 0.019
H -4.956246 -4.584477 2.736009 0.034 -0.013 -0.018
C -0.798971 -3.431718 2.553181 -0.160 0.130 0.070
H -6.278981 1.252366 -0.055944 0.041 -0.040 0.037
C -0.597517 6.895637 -0.518139 0.141 0.027 0.092
C 6.582372 3.751107 -4.823005 -0.042 -0.022 0.021
H 4.698015 -1.925064 1.289157 0.046 -0.021 -0.036
H -5.943726 3.766735 -0.778924 0.002 0.010 -0.009
H 3.620477 1.331598 -0.405275 -0.001 -0.010 -0.003
H 6.326185 5.881360 -4.435886 -0.027 0.009 0.016
C 0.164604 -6.751990 2.665775 0.148 -0.063 -0.042
O -1.883936 6.600739 -2.815567 -0.076 0.047 0.044
H -1.338678 -3.780085 1.672643 0.001 -0.034 0.031
C 5.263758 3.559115 -5.583970 0.001 0.017 0.020
H -1.013706 -9.300644 4.119710 -0.005 0.013 0.009
H -0.607304 -0.120536 2.121102 -0.008 -0.005 0.019
H -0.094887 -2.252094 4.833141 0.089 -0.033 -0.050
C -5.442621 1.640055 -0.632745 -0.015 0.104 -0.019
N -4.744121 -1.335951 1.017806 0.051 0.360 0.028
C -6.207471 -2.187251 3.287535 -0.109 -0.047 -0.049
C -1.207518 -0.976796 1.790326 -0.082 0.019 -0.014
O -1.555971 -6.768784 4.699990 -0.041 0.023 0.014
H -2.317636 -9.309913 2.898026 -0.033 0.063 0.023
O 3.989577 5.903791 -3.204224 0.104 0.048 0.096
H -1.186387 -2.216909 0.008207 0.071 -0.042 0.001
H -3.659736 -3.790665 1.815698 -0.012 -0.015 0.047
H -7.063577 -1.508039 3.283341 0.082 0.063 0.094
H -6.729265 2.745822 -1.981436 0.006 -0.028 -0.002
H 0.984264 5.672773 0.295505 -0.002 -0.012 -0.008
H -0.702847 -8.903668 1.096059 -0.014 -0.003 0.004
S -3.936057 1.536330 -2.759693 -0.075 0.009 -0.008
H 3.918089 2.638024 -4.122588 0.011 0.019 0.052
O -2.462215 -6.678392 2.365898 -0.053 0.021 0.006
H -4.892246 -4.760756 0.976777 0.126 -0.020 0.030
S -1.477291 -7.129626 3.307880 0.053 -0.075 0.007
O 5.786787 -1.344105 -1.679023 0.064 -0.038 -0.025
C 5.757071 1.013659 -0.443073 -0.136 0.181 -0.001
O -2.571394 1.523973 -2.279112 0.079 -0.009 -0.057
H -5.808947 0.214981 -2.233728 0.030 0.006 -0.048
H -6.510003 -3.110682 3.790078 -0.008 0.034 0.008
C 0.835719 -8.102107 2.392995 -0.034 0.006 0.000
C -4.714755 -4.068510 1.802964 -0.088 0.062 0.030
C 4.454520 1.334834 0.298316 0.005 -0.038 0.001
C -0.159172 -1.538733 4.005952 -0.265 0.055 0.137
H 7.067594 5.001754 -3.068690 -0.046 0.026 0.040
H 2.135550 5.279878 -1.838372 0.025 0.027 0.065
H 6.809441 2.857450 -4.237665 0.011 0.006 0.006
C 4.492095 -1.083982 0.631594 -0.091 0.038 0.067
C -4.976794 0.608185 -1.649248 0.019 -0.096 0.092
H 0.018078 -6.169212 1.758576 -0.059 0.008 0.013
C 1.195368 5.819590 -1.848565 -0.221 0.054 0.065
H 3.243528 0.271869 1.778903 -0.010 -0.006 -0.004
S -1.425099 5.812983 -1.697702 0.223 -0.230 -0.039
C 0.864681 6.431878 -0.480043 -0.023 -0.026 -0.006
H 0.279371 -3.487160 2.366394 -0.030 -0.095 -0.121
O 7.122162 -1.083536 0.414026 0.048 -0.021 -0.003
C 0.029981 4.895781 -2.178133 0.187 -0.036 -0.038
H 1.385217 -8.429467 3.278333 -0.017 -0.001 0.011
H -0.705217 7.912816 -0.889940 -0.006 -0.021 -0.058
H -2.656219 0.646963 1.774888 -0.047 -0.032 0.076
C -4.644697 3.153674 -2.408474 -0.150 0.028 0.057
H 0.834356 -1.420075 3.560012 0.018 -0.039 0.034
O -4.189185 1.177369 -4.139900 0.027 -0.017 -0.001
H 4.500019 2.327365 0.742350 -0.014 0.009 -0.012
H 0.685445 -6.150746 3.406019 -0.046 0.044 -0.001
H 0.043190 3.992009 -1.568741 -0.051 -0.016 -0.018
H -0.059975 4.630209 -3.228996 -0.082 0.011 0.003
C 6.359426 4.938089 -3.891742 0.150 -0.111 -0.006
H 0.095704 -10.137409 2.072716 0.009 0.003 -0.011
H 5.141104 4.363108 -6.312087 0.004 0.014 0.012
H 1.277760 6.606819 -2.600145 0.025 -0.018 -0.022
H -4.416648 -0.210814 -1.195637 -0.063 -0.020 0.042
H -4.955902 3.594772 -3.352716 0.067 0.013 -0.016
H 4.963125 0.355916 2.164878 0.000 -0.015 0.007
H 5.244937 2.616690 -6.128437 -0.003 0.002 -0.005
S 4.723123 4.664101 -3.215325 -0.014 -0.027 -0.364
C -1.338194 -8.913315 3.153930 0.106 -0.110 -0.030
H 1.532113 7.257760 -0.237190 -0.005 0.003 0.008
H 5.728549 1.311314 -1.487526 0.054 -0.018 -0.008
H 0.440635 -1.897254 0.663880 -0.010 -0.039 -0.008
H -0.447736 -0.634026 -0.195473 -0.029 -0.034 -0.026
C -0.276214 -9.113172 2.079200 -0.003 0.038 -0.009
H 7.418421 3.929557 -5.497449 0.003 -0.007 -0.002
P -5.755521 -2.537706 1.510568 -0.089 -0.088 -0.125
H -1.103779 6.794715 0.438612 -0.060 0.009 -0.028
C -0.554412 -1.472858 0.496855 -0.053 0.093 0.039
H -3.852997 3.739296 -1.949555 -0.006 -0.007 -0.062
H -1.029658 -4.110757 3.378297 -0.002 0.003 -0.013
C 4.244239 0.237747 1.350985 0.033 0.025 -0.015

2.
13
Properties=species:S:1:pos:R:3:forces:R:3 method="wB97M-V/def2-TZVPD" charge=0 e_homo_ev=-8.74 energy_ev=-10849.253 relative_energy_kj_mol=198.9
C -1.156314 -0.989702 -0.235328 -4.154 0.755 0.699
C -0.881447 0.294707 0.287924 0.664 1.382 2.414
C 1.391162 -0.188830 -0.378230 0.971 1.547 -0.307
H -0.489123 -2.849192 -1.114810 -0.288 1.641 0.440
H 1.834306 -1.924292 -1.377758 1.038 -1.129 -0.782
O -1.592508 1.048944 0.982434 0.327 -0.465 -1.381
N 0.483967 0.611336 0.212018 -0.932 0.212 -0.363
H -2.196640 -1.331506 -0.227399 0.287 0.397 0.423
C -0.287050 -1.783714 -0.772813 3.660 -3.575 -2.422
H 2.359546 0.296289 -0.415607 0.150 -0.351 -0.047
O 0.873010 1.888221 0.637670 -0.013 -1.070 -0.278
C 1.072040 -1.369210 -0.948815 -1.488 0.892 1.515
H 0.029776 2.252516 0.974171 -0.220 -0.236 0.091

Number 1: lowest unoccupied orbital energy 1.43 eV. Number 2: lowest unoccupied orbital energy 0.72 eV.